# 1
46
Properties=species:S:1:pos:R:3 method="wB97M-V/def2-TZVPD" gap_ev=3.05 charge=-3 e_homo_ev=2.4
Ba -0.1725 -0.1970 0.3373
S 1.2919 -2.4152 -1.5910
O 2.6801 -2.6898 -2.0155
O 0.7036 -1.0885 -1.9417
O 0.4654 -3.4855 -2.1137
O 1.2594 -2.3932 -0.1061
S -2.4483 -2.8843 -0.1019
O -3.8896 -3.1782 -0.2433
O -1.7509 -4.1536 -0.1664
O -1.9438 -1.9958 -1.1745
O -2.0602 -2.1562 1.1629
C 0.0019 3.1935 -3.6370
F -0.4075 4.4634 -3.3313
F -0.0673 3.1166 -4.9707
F 1.2375 3.0649 -3.1607
S -1.1924 1.8931 -2.8783
O -1.2524 0.8158 -3.8609
O -0.5833 1.4795 -1.6103
O -2.4465 2.6048 -2.7187
C -4.6770 2.2627 0.9564
C -3.8121 1.0128 1.1242
O -2.7641 1.0177 0.1872
O -5.0880 2.4447 -0.3923
H -4.1580 3.1049 1.4260
H -5.5636 2.0646 1.5767
H -4.3936 0.0885 1.0041
H -3.4317 0.9746 2.1504
H -3.1286 1.2753 -0.6731
H -4.4684 3.0958 -0.7502
C 3.8461 -1.8942 3.1692
C 2.8169 -0.9469 2.5935
C 3.3875 -0.3877 1.2836
O 2.4548 0.5909 0.8101
C 2.9494 1.1891 -0.3907
N 1.5324 -1.6260 2.3502
H 3.6384 -2.2399 4.1873
H 4.8857 -1.5350 3.1895
H 3.9213 -2.7993 2.5566
H 2.5126 -0.1723 3.3059
H 3.5706 -1.1925 0.5646
H 4.3285 0.1621 1.4289
H 2.2347 1.8346 -0.8991
H 3.2701 0.4391 -1.1187
H 3.8232 1.7812 -0.0732
H 1.3099 -2.3272 3.0528
H 1.5779 -2.2118 1.5019



# 2
51
Properties=species:S:1:pos:R:3 method="wB97M-V/def2-TZVPD" gap_ev=2.64 charge=-5 e_homo_ev=6.5
Ba 0.4546 -0.1731 -0.3331
S -1.4049 1.0362 -2.9587
O -1.1960 -0.4183 -2.6781
O -0.8002 1.6922 -1.7369
O -0.7740 1.4912 -4.1911
O -2.8831 1.3474 -3.0122
S 2.5552 -1.2076 2.7101
O 2.2903 -1.0539 4.1740
O 3.2646 0.0239 2.1999
O 3.4488 -2.3683 2.4767
O 1.2655 -1.3476 1.9539
S 2.7033 0.0010 -3.2701
O 4.0427 -0.4783 -3.7622
O 2.3619 1.2557 -3.9947
O 1.6762 -1.0435 -3.4735
O 2.7369 0.3436 -1.7921
C -1.4048 -4.7967 -0.4672
F -1.7014 -6.1177 -0.6513
F -2.5527 -4.1148 -0.7368
F -1.1884 -4.6419 0.8654
S 0.0348 -4.1927 -1.5002
O 0.9784 -5.2687 -1.2671
O -0.5573 -4.1843 -2.7956
O 0.3149 -2.9323 -0.8567
C 3.1264 3.5037 -0.6267
C 2.6164 3.0340 0.7456
O 2.2383 1.7310 0.5802
O 4.0277 2.6032 -1.1691
H 3.6463 4.4698 -0.4391
H 2.2747 3.7070 -1.2920
H 1.8284 3.7306 1.0991
H 3.4576 3.1287 1.4561
H 2.7443 1.1129 1.2006
H 3.5277 1.7498 -1.3658
C -4.4857 0.0679 0.7043
C -2.9733 0.2921 0.5076
C -2.4171 1.1095 1.6726
O -1.0172 1.0484 1.8124
C -0.5387 1.4577 3.0507
N -2.2840 -1.0002 0.3888
H -5.0869 0.9676 0.5028
H -4.6861 -0.2501 1.7344
H -4.7992 -0.6438 -0.0580
H -2.8199 0.8284 -0.4383
H -2.8753 0.7079 2.5978
H -2.6800 2.1667 1.5202
H 0.5235 1.2125 3.0571
H -1.0406 0.9081 3.8686
H -0.7604 2.5234 3.2491
H -2.5816 -1.5576 1.1892
H -2.6303 -1.4607 -0.4503



# 3
29
Properties=species:S:1:pos:R:3 method="wB97M-V/def2-TZVPD" gap_ev="8.79 / 9.41" multiplicity=2 charge=+3 e_homo_ev="-23.1 / -22.8"
V 0.4571 0.8983 -0.5914
C -0.7221 0.9118 1.8217
C -1.4505 1.4536 0.5430
N -1.4646 0.4965 -0.6856
C -1.8989 -0.9373 -0.4345
C -0.7952 -1.8682 -1.0673
N 0.5203 -1.1649 -1.1244
C 1.4861 -1.5676 -0.0115
C 1.0735 -1.0958 1.4071
N 0.6192 0.3950 1.3173
H -1.1865 0.1984 2.4867
H -0.5079 1.8453 2.3376
H -0.7826 2.2839 0.1801
H -2.5114 1.8265 0.7362
H -2.1226 0.9330 -1.4407
H -2.7656 -1.0956 -1.0340
H -2.0325 -1.1443 0.6540
H -1.0366 -1.9839 -2.1321
H -0.7386 -2.8805 -0.5879
H 0.9494 -1.5149 -1.9839
H 2.4343 -1.1894 -0.3081
H 1.6890 -2.6211 -0.1073
H 1.9248 -1.1758 2.0422
H 0.3022 -1.7785 1.8324
H 1.4128 0.9383 1.7333
Cl 2.5077 1.0617 -1.7024
C 1.5896 2.5457 -1.3194
H 1.0871 3.1228 -2.0804
H 1.9624 3.1071 -0.4805



# 4
31
Properties=species:S:1:pos:R:3 method="wB97M-V/def2-TZVPD" gap_ev=4.81 charge=-1 e_homo_ev=-2.2
C -1.7746 -1.5483 -1.7637
C -0.9574 -0.2708 -1.9659
C -0.1337 0.2068 -0.7479
C -0.5578 -0.3975 0.5783
N 0.3474 0.0449 1.7038
C -0.3747 0.5753 2.8847
C -0.8164 2.0283 2.7247
O -1.3016 2.2649 1.4182
S 1.2836 -1.1889 2.2503
O 2.3492 -0.6768 3.0401
O 0.5298 -2.3057 2.7194
F 1.8921 -1.6145 0.8845
H -2.5328 -1.4532 -0.9812
H -1.1220 -2.3851 -1.4968
H -2.2687 -1.8288 -2.6960
H -1.6174 0.5438 -2.2754
H -0.2396 -0.3933 -2.7789
H -0.1846 1.2897 -0.6789
H 0.9161 -0.0161 -0.9425
H -1.5652 -0.0963 0.8630
H -0.5665 -1.4867 0.5287
H 0.3293 0.5691 3.7199
H -1.2126 -0.0700 3.1656
H -1.6127 2.2090 3.4581
H 0.0170 2.6964 2.9608
H -1.5362 3.1961 1.3406
C 2.5269 0.0386 -3.5782
O 1.5410 0.8840 -3.2429
H 3.4988 0.1824 -3.0241
H 2.2997 -1.0602 -3.4076
H 2.8435 0.0626 -4.6605



# 5
25
Properties=species:S:1:pos:R:3 method="wB97M-V/def2-TZVPD" gap_ev=9.99 smiles=CC[C@H](N)C(C)(C)C e_homo_ev=-9.0
C -0.3031 -2.2801 0.9597
C 0.7797 -1.2245 1.0960
C 0.9407 -0.2344 -0.0830
N 2.0855 0.6281 0.2704
C -0.3028 0.6382 -0.4931
C -1.3459 -0.2023 -1.2620
C -0.9856 1.2949 0.7202
C 0.1344 1.7655 -1.4655
H -0.3026 -2.7334 -0.0355
H -0.1382 -3.0778 1.6922
H -1.2913 -1.8645 1.1717
H 0.6243 -0.6818 2.0372
H 1.7305 -1.7634 1.2168
H 1.2497 -0.8106 -0.9649
H 1.8758 1.1510 1.1192
H 2.8992 0.0526 0.4857
H -1.8857 -0.8994 -0.6201
H -2.1091 0.4385 -1.7200
H -0.8746 -0.7751 -2.0685
H -1.4011 0.5485 1.4043
H -1.8159 1.9365 0.4025
H -0.2881 1.9194 1.2877
H 0.7624 2.5130 -0.9684
H 0.6947 1.3585 -2.3148
H -0.7328 2.3026 -1.8677



# 6
26
Properties=species:S:1:pos:R:3 method="wB97M-V/def2-TZVPD" gap_ev=7.96 charge=+1 e_homo_ev=-11.9
C 1.2313 1.9133 -0.4009
C 0.2301 1.1386 -0.8717
C 2.1952 2.5605 -1.3207
C -1.3137 -1.9363 1.4770
C 1.0019 -0.7924 1.5687
C -2.0758 0.1240 -0.7858
C -0.0740 -1.5748 0.7989
N 0.1769 -2.0553 -0.4654
N -0.8113 0.5136 -0.1487
H 1.2678 2.3059 0.5350
H 0.0633 0.8948 -1.8543
H 3.1365 2.1738 -1.0734
H 2.2610 3.5466 -1.1888
H 1.9548 2.2907 -2.2810
H -1.7494 -0.9276 1.7867
H -1.7879 -2.5631 0.7999
H -1.0963 -2.4502 2.3020
H 0.5555 -0.2008 2.2734
H 1.4829 -1.5581 2.1176
H 1.5254 -0.3683 0.8064
H -2.1490 0.2479 -1.8118
H -2.4218 -0.8745 -0.5358
H -2.8192 0.8329 -0.4223
H -0.6235 -2.3286 -1.0054
H 0.9580 -1.7619 -1.0300
H -1.1187 0.8493 0.7306



What did the fourth record say?
31
Properties=species:S:1:pos:R:3 method="wB97M-V/def2-TZVPD" gap_ev=4.81 charge=-1 e_homo_ev=-2.2
C -1.7746 -1.5483 -1.7637
C -0.9574 -0.2708 -1.9659
C -0.1337 0.2068 -0.7479
C -0.5578 -0.3975 0.5783
N 0.3474 0.0449 1.7038
C -0.3747 0.5753 2.8847
C -0.8164 2.0283 2.7247
O -1.3016 2.2649 1.4182
S 1.2836 -1.1889 2.2503
O 2.3492 -0.6768 3.0401
O 0.5298 -2.3057 2.7194
F 1.8921 -1.6145 0.8845
H -2.5328 -1.4532 -0.9812
H -1.1220 -2.3851 -1.4968
H -2.2687 -1.8288 -2.6960
H -1.6174 0.5438 -2.2754
H -0.2396 -0.3933 -2.7789
H -0.1846 1.2897 -0.6789
H 0.9161 -0.0161 -0.9425
H -1.5652 -0.0963 0.8630
H -0.5665 -1.4867 0.5287
H 0.3293 0.5691 3.7199
H -1.2126 -0.0700 3.1656
H -1.6127 2.2090 3.4581
H 0.0170 2.6964 2.9608
H -1.5362 3.1961 1.3406
C 2.5269 0.0386 -3.5782
O 1.5410 0.8840 -3.2429
H 3.4988 0.1824 -3.0241
H 2.2997 -1.0602 -3.4076
H 2.8435 0.0626 -4.6605